Formula: C12H25N5O3
Source: OMol25
Level of theory: ωB97M-V/def2-TZVPD

Properties
structure (SMILES)	[H]/N=C(\N)NCCC[C@H](NC(=O)[C@@H](N)[C@@H](C)CC)C(=O)O
E_LUMO	0.62	eV
spin multiplicity	1
gap between HOMO and LUMO	0.358	hartree
relative energy (zero: lowest compared OMol25 entry of this formula, charge and spin)	80.7	kcal/mol
net charge	0

Geometry as XYZ:
```
45
Properties=species:S:1:pos:R:3:forces:R:3
H -5.061 -2.049 -1.453 -0.70 -2.31 -0.96
N -4.874 -1.142 -1.180 -0.01 2.54 3.34
C -5.078 -1.058 0.115 0.47 -2.21 -1.54
N -5.698 -2.068 0.968 0.45 0.28 -0.06
N -4.579 -0.043 0.874 1.56 1.31 -0.73
C -3.874 1.110 0.261 -0.22 0.98 -1.74
C -2.553 0.764 -0.437 2.08 0.11 0.20
C -1.479 1.904 -0.383 -3.86 1.25 1.15
C -0.054 1.709 -0.575 1.27 -0.17 -0.80
N 0.492 0.624 0.123 0.33 -1.56 2.48
C 0.728 -0.504 -0.592 -0.14 -0.55 0.61
O 0.169 -0.636 -1.671 0.85 -0.46 -0.11
C 1.822 -1.504 -0.042 -0.53 3.87 -0.05
N 1.750 -2.672 -0.809 -1.56 -2.52 -0.62
C 3.196 -0.827 -0.468 -1.09 0.52 5.07
C 3.459 0.673 -0.264 -2.51 1.39 0.93
C 4.314 -1.626 0.094 1.83 -0.48 -0.95
C 4.783 -1.217 1.405 1.65 -0.01 4.62
C 0.567 2.894 0.042 -1.06 2.45 -0.51
O 0.975 2.977 1.161 0.72 -0.07 0.43
O 0.321 4.012 -0.722 0.86 -0.12 0.84
H -6.199 -2.847 0.549 0.25 0.62 -0.49
H -5.125 -2.461 1.728 -0.16 0.85 -0.59
H -5.196 0.293 1.547 -1.18 0.15 1.52
H -4.495 1.490 -0.608 0.22 -0.08 1.21
H -3.679 1.984 0.962 -0.68 -1.46 -0.29
H -2.063 -0.108 0.080 -0.73 0.31 -1.11
H -2.722 0.739 -1.519 -0.04 -1.46 0.39
H -1.516 2.354 0.604 -0.62 0.13 0.59
H -1.814 2.699 -1.053 0.02 0.05 0.02
H 0.156 1.702 -1.638 0.49 -0.53 -0.11
H 0.452 0.638 1.193 0.54 0.06 -2.43
H 1.742 -1.527 1.087 0.06 -0.66 -1.21
H 1.812 -2.404 -1.829 -0.47 -0.52 1.63
H 0.803 -3.131 -0.636 1.77 0.69 -0.71
H 3.186 -1.037 -1.412 0.03 -0.75 -5.93
H 2.957 1.334 -1.055 1.06 -1.03 0.83
H 2.998 1.075 0.698 0.32 -0.73 -1.04
H 4.493 0.915 -0.085 0.56 -0.04 -0.75
H 5.155 -1.493 -0.572 0.32 0.19 -0.61
H 4.283 -2.720 0.192 -1.04 0.23 -0.67
H 5.845 -1.637 1.544 -1.39 0.72 0.00
H 4.174 -1.828 2.158 0.72 1.25 -0.40
H 4.829 -0.107 1.763 -0.29 -1.99 -0.97
H 0.602 4.757 -0.150 -0.16 -0.26 -0.46
```
Forces are in eV/Å.

Formula: C12H26Al2BBeBr3F8MgN3O11P2S4
Source: OMol25
Level of theory: ωB97M-V/def2-TZVPD

Properties
E_LUMO	-13.17	eV
spin multiplicity	1
gap between HOMO and LUMO	0.052	hartree
net charge	+3

Geometry as XYZ:
```
74
Properties=species:S:1:pos:R:3:forces:R:3
C -1.113 3.881 2.122 0.40 -0.78 -0.60
C 0.365 4.371 1.528 -1.49 -2.35 -0.05
O 0.862 3.448 0.454 0.29 0.13 1.51
C 1.617 2.344 1.069 0.58 0.79 0.05
B 1.804 1.013 0.121 -7.06 -0.79 -4.74
O 1.762 1.179 -1.374 -1.54 -0.13 1.64
C 0.405 0.698 -1.680 -1.27 -0.12 0.87
C -0.183 0.785 -3.207 -0.58 0.52 -0.13
C -1.335 1.996 -3.182 2.57 5.33 -1.65
O -0.874 3.217 -3.559 -2.93 -6.89 2.31
N -2.790 1.786 -2.823 1.90 2.27 0.18
C -3.068 1.979 -1.349 -1.09 -1.15 1.18
C -3.665 2.857 -3.507 -0.49 0.79 0.01
C 0.378 -0.720 -0.857 2.94 0.40 0.61
C 1.479 -1.885 -1.259 0.35 0.36 -1.56
S 1.505 -3.361 -0.105 0.42 0.40 -0.12
C 2.276 -2.953 1.556 0.89 0.74 1.64
C 1.047 -2.583 2.604 -0.97 0.38 -0.38
P -1.276 -1.689 -0.759 -1.63 -0.65 -0.66
S -1.717 -2.639 -2.444 0.61 0.52 0.51
O 0.975 -0.208 0.421 0.18 2.13 -0.32
H -1.459 2.979 1.441 0.65 1.86 1.27
H -1.911 4.744 2.022 1.49 -1.49 0.42
H -1.038 3.452 3.220 -0.16 1.26 -2.09
H 0.170 5.413 1.012 2.12 -1.44 2.56
H 1.165 4.543 2.374 -1.95 -0.49 -1.89
H 1.070 2.056 2.063 0.57 -0.25 -1.73
H 2.691 2.787 1.344 -1.49 -0.90 -0.07
H 2.895 0.646 0.355 5.33 -1.84 0.97
H -0.256 1.405 -0.991 0.73 -1.56 -1.52
H 0.675 1.042 -3.988 -1.99 -0.22 1.82
H -0.731 -0.175 -3.588 1.19 1.54 1.14
H -2.405 1.335 -0.631 -1.07 1.08 -1.55
H -3.021 3.088 -0.977 0.12 -1.61 -0.86
H -4.191 1.618 -1.167 2.46 0.86 -0.38
H -3.299 3.110 -4.590 -0.92 -0.91 2.24
H -4.761 2.452 -3.437 2.16 0.75 -0.49
H -3.657 3.883 -2.904 0.17 -2.07 -1.16
H 2.581 -1.496 -1.348 -2.23 -0.34 0.31
H 1.180 -2.278 -2.338 0.59 0.28 2.34
H 2.852 -3.879 2.040 -1.33 1.69 -1.76
H 3.081 -2.089 1.472 -1.84 -1.76 0.01
H 0.844 -3.428 3.405 0.73 1.86 -1.71
H 1.178 -1.508 3.103 -0.02 -2.46 -0.98
H 0.073 -2.509 1.950 1.78 -0.12 1.53
H -1.291 -2.726 0.264 0.51 1.13 -0.23
H -2.432 -0.839 -0.457 1.41 -0.27 0.22
Al 2.839 5.074 1.231 -0.64 -0.16 -0.42
Br 1.639 5.399 3.900 1.84 0.96 1.65
F 2.784 -5.633 -2.761 -4.55 2.97 -0.84
P 4.339 -5.645 -2.651 0.44 -2.05 -0.84
F 3.850 -6.939 -1.932 1.03 -4.05 2.16
F 5.580 -6.453 -3.137 4.10 -2.05 1.23
F 5.141 -5.300 -1.360 2.12 -1.23 4.19
F 4.284 -4.094 -2.518 -1.26 4.98 -1.76
F 4.392 -5.454 -4.196 -2.15 1.79 -3.89
Be 1.639 2.867 3.387 -0.07 0.74 1.70
Br 4.339 0.493 -0.166 -0.37 0.11 0.50
N -2.861 3.731 -7.428 0.10 0.19 -0.29
O -2.637 4.891 -7.813 -0.25 -1.49 0.52
O -2.076 2.816 -7.725 -0.88 1.07 0.41
O -3.871 3.487 -6.747 1.06 0.26 -0.72
N -3.042 -3.885 5.948 0.78 2.18 -1.68
S -2.168 -3.214 4.829 -1.50 -6.00 -2.15
O -2.120 -3.873 3.528 0.40 1.48 2.27
O -0.953 -2.523 5.241 0.14 1.95 0.08
F -3.103 -1.960 4.479 -1.50 0.78 0.58
S -2.394 -5.222 6.461 1.13 -7.02 4.04
O -3.300 -6.050 7.257 0.92 2.90 -1.68
O -1.028 -5.176 6.969 -1.70 1.52 -1.38
F -2.244 -6.110 5.144 -0.12 0.97 -0.06
Mg -0.761 5.710 -0.219 -2.38 0.76 -3.17
Br -1.661 -0.498 4.289 1.40 1.30 -0.01
Al 4.939 6.418 2.571 0.81 0.67 0.80
```
Forces are in eV/Å.

Formula: C12H26Br2NO4
Source: OMol25
Level of theory: ωB97M-V/def2-TZVPD

Properties
E_LUMO	-4.00	eV
spin multiplicity	1
gap between HOMO and LUMO	0.281	hartree
net charge	+1

Geometry as XYZ:
```
45
Properties=species:S:1:pos:R:3:forces:R:3
C 2.428 -1.725 -1.732 -0.95 1.11 -0.06
C 1.745 -0.324 -1.125 0.92 -1.90 0.04
O 1.388 0.510 -2.288 -1.52 -0.41 2.20
C 0.278 1.430 -1.991 -0.25 1.71 -0.64
C -0.845 1.418 -3.231 0.51 0.05 0.78
C -2.106 0.373 -2.891 1.57 0.96 -1.40
O -2.752 0.854 -1.662 -0.05 -3.34 0.35
C -3.168 -0.237 -0.772 -1.75 1.19 -0.17
Br -1.847 -0.606 0.731 -0.31 1.11 -1.07
C -3.596 -1.632 -1.516 -1.32 -0.19 1.85
Br -3.464 -3.076 -0.081 -0.84 0.42 -1.60
N -2.673 -2.085 -2.625 0.16 -1.21 -0.48
C -1.501 -1.148 -2.815 1.41 1.80 -1.71
O -0.954 -1.446 -4.179 0.01 -0.03 2.91
H 2.654 -2.465 -0.837 -0.40 1.52 -2.10
H 1.599 -2.156 -2.473 1.82 0.54 1.62
H 3.363 -1.462 -2.384 -1.72 -0.63 1.45
H 2.497 0.176 -0.381 -1.44 -0.60 -1.53
H 0.816 -0.677 -0.507 1.48 0.95 -1.15
H -0.241 1.258 -0.952 1.06 0.03 -2.02
H 0.736 2.531 -1.965 -1.04 -2.36 -0.04
H -1.236 2.541 -3.334 0.54 -2.70 0.18
H -0.287 1.104 -4.227 -1.36 0.64 2.11
H -2.875 0.451 -3.789 1.44 -0.45 1.82
H -4.147 0.152 -0.210 2.33 -0.95 -1.26
H -4.727 -1.665 -1.863 2.60 0.35 0.58
H -2.279 -3.040 -2.375 -0.66 1.14 -0.32
H -3.215 -2.226 -3.529 0.94 0.48 1.07
H -0.723 -1.324 -1.959 -1.55 0.40 -1.59
H 0.037 -1.598 -4.130 -1.58 0.37 0.22
C 0.087 1.740 3.355 0.03 0.10 -0.08
C 0.551 0.409 3.923 0.18 0.14 -0.08
O 1.828 -0.001 3.439 -0.13 -0.15 -0.17
C 2.921 0.872 3.713 0.05 0.00 0.11
C 3.158 1.096 5.197 -0.05 -0.07 0.13
H 0.050 1.697 2.260 -0.03 -0.01 0.15
H -0.911 1.989 3.732 0.12 -0.05 -0.06
H 0.758 2.556 3.627 -0.08 -0.02 0.05
H -0.161 -0.367 3.626 0.24 -0.10 -0.02
H 0.550 0.425 5.017 -0.01 0.08 0.01
H 2.785 1.823 3.187 -0.03 0.05 0.07
H 3.813 0.405 3.280 -0.31 -0.09 -0.02
H 2.301 1.568 5.683 0.09 0.07 -0.04
H 4.029 1.741 5.351 -0.11 -0.10 -0.04
H 3.336 0.141 5.704 0.02 0.14 -0.10
```
Forces are in eV/Å.

> Among the records above, which one has the lowest net charge?

C12H25N5O3

> Which of these has the lowest net charge?

C12H25N5O3

> The highest gap between HOMO and LUMO belongs to which entry?

C12H25N5O3